Entry from the Open Molecules 2025 dataset: a molecular structure, C30H58KN4O2PSiTe (ωB97M-V with the def2-TZVPD basis set).

Atoms and positions in Å:
1 K -0.5706 0.6409 -0.2269
2 C 5.3164 1.0181 -0.2097
3 Te 3.2805 1.6130 -0.5015
4 C 3.0259 -0.2653 -1.4988
5 C 4.3834 -0.9242 -1.5188
6 C 4.5500 -2.1568 -2.1520
7 C 5.7825 -2.7852 -2.1594
8 C 6.8687 -2.1858 -1.5301
9 C 6.7112 -0.9621 -0.9032
10 C 5.4720 -0.3208 -0.8939
11 H 5.5278 0.9508 0.8557
12 H 5.9717 1.7692 -0.6460
13 H 2.6464 -0.0980 -2.5057
14 H 2.2917 -0.8656 -0.9552
15 H 3.6986 -2.6245 -2.6341
16 H 5.8974 -3.7434 -2.6498
17 H 7.8353 -2.6739 -1.5291
18 H 7.5570 -0.4925 -0.4130
19 C -1.2148 1.2602 3.0735
20 N -1.2064 1.2660 4.5378
21 C -0.1218 0.3812 4.9861
22 N 1.1868 0.8052 4.4744
23 C 1.1266 0.8122 3.0103
24 N 0.0685 1.7098 2.5053
25 C 0.3410 3.0607 3.0083
26 N 0.3905 3.1111 4.4715
27 C -0.8984 2.6278 4.9842
28 C 1.4320 2.1773 4.9238
29 H -2.0118 1.9165 2.7146
30 H -1.4185 0.2423 2.7272
31 H -0.3264 -0.6325 4.6389
32 H -0.0944 0.3799 6.0767
33 H 0.9327 -0.2010 2.6501
34 H 2.0846 1.1417 2.6076
35 H -0.4450 3.7345 2.6597
36 H 1.2981 3.3979 2.6051
37 H -1.6890 3.3000 4.6440
38 H -0.8725 2.6457 6.0750
39 H 1.4681 2.1933 6.0141
40 H 2.3970 2.5101 4.5381
41 C -4.8808 0.0486 -1.7788
42 P -3.7234 1.4084 -1.5936
43 C -4.7600 2.8787 -1.5217
44 C -2.8152 1.5006 -3.1441
45 O -2.8202 1.2802 -0.4071
46 H -5.5046 0.1900 -2.6631
47 H -5.5091 0.0088 -0.8883
48 H -4.3320 -0.8901 -1.8631
49 H -5.3217 3.0136 -2.4471
50 H -4.1412 3.7573 -1.3383
51 H -5.4561 2.7626 -0.6906
52 H -3.4741 1.7630 -3.9723
53 H -2.3588 0.5282 -3.3440
54 H -2.0253 2.2496 -3.0487
55 C -0.1395 5.4027 -2.2424
56 C -1.4525 5.1605 -1.4765
57 C -1.0078 4.2347 -0.3554
58 O -0.0478 3.3853 -0.9779
59 C 0.7584 4.2234 -1.8158
60 H 0.3119 6.3489 -1.9470
61 H -0.2920 5.4319 -3.3198
62 H -2.1766 4.6479 -2.1120
63 H -1.9101 6.0798 -1.1114
64 H -1.7933 3.6048 0.0630
65 H -0.5337 4.8085 0.4510
66 H 1.1145 3.6176 -2.6462
67 H 1.6283 4.5708 -1.2545
68 C 1.4509 -3.5276 -0.1010
69 Si -0.1869 -2.5265 -0.3501
70 C -1.3788 -3.3928 0.9528
71 C -1.7328 -4.8599 0.6919
72 C -0.6562 -3.3054 2.3025
73 C -2.6865 -2.5982 1.0818
74 C -0.6633 -3.0974 -2.1851
75 C -2.1322 -2.7846 -2.4793
76 C -0.3805 -4.5620 -2.5405
77 C 0.1831 -2.2313 -3.1292
78 H 1.2963 -4.6131 -0.0436
79 H 1.9654 -3.2196 0.8156
80 H 2.1536 -3.3486 -0.9231
81 H -0.8398 -5.4764 0.5530
82 H -2.3600 -4.9714 -0.1953
83 H -2.2958 -5.2800 1.5391
84 H 0.2510 -3.9152 2.3193
85 H -1.3108 -3.6543 3.1139
86 H -0.3633 -2.2717 2.5292
87 H -3.2640 -2.6018 0.1532
88 H -2.4910 -1.5507 1.3385
89 H -3.3256 -3.0221 1.8703
90 H -2.8074 -3.4464 -1.9292
91 H -2.3602 -2.8942 -3.5508
92 H -2.3648 -1.7520 -2.1843
93 H -0.9913 -5.2522 -1.9599
94 H 0.6677 -4.8197 -2.3642
95 H -0.5909 -4.7523 -3.6041
96 H -0.0169 -1.1623 -2.9825
97 H -0.0345 -2.4748 -4.1799
98 H 1.2557 -2.3861 -2.9687

Calculated values
Frontier orbital gap = 0.196 Eh
Multiplicity = 1
Energy above the lowest of the compared OMol25 structures with the same formula, charge and spin = 0.0 kJ/mol
HOMO energy = -5.35 eV

Entry from the Open Molecules 2025 dataset: a molecular structure, C30H59BN2P3Sn (ωB97M-V with the def2-TZVPD basis set).

Atoms and positions in Å:
1 Sn -2.5394 -0.0052 -0.1423
2 C -4.1572 -2.0822 2.6430
3 C -3.2106 -3.0524 1.9111
4 C -2.9420 -4.2794 2.7506
5 C -3.8991 -3.4966 0.5926
6 P -1.6573 -2.1001 1.4428
7 C -0.7903 -3.1186 0.1965
8 N -0.5922 -2.3321 -1.0234
9 B -0.7586 -0.9116 -1.2947
10 N -0.1633 -0.7336 -2.5641
11 C 0.3338 0.5139 -3.1134
12 P 1.4533 1.5594 -1.8938
13 C 2.9920 0.5359 -1.5004
14 C 3.7767 1.2450 -0.4166
15 C 2.5061 -0.7784 -0.8578
16 C 3.8241 0.2621 -2.7491
17 C 1.8300 2.9170 -3.1534
18 C 2.8519 3.8468 -2.5308
19 C 0.6181 3.7317 -3.2872
20 C 2.1720 2.4673 -4.6006
21 C 0.3924 -1.9118 -2.9808
22 C 1.0608 -2.2713 -4.1261
23 C 1.5887 -3.5609 -4.2382
24 C 1.3754 -4.4988 -3.2059
25 C 0.6270 -4.2334 -2.1117
26 C 0.1148 -2.9257 -2.0309
27 C -0.4483 -1.9981 2.9115
28 C 0.8092 -1.3172 2.3069
29 C 0.0532 -3.3438 3.3644
30 C -0.9689 -1.1517 4.1068
31 H -5.1003 -2.5582 2.8195
32 H -4.3500 -1.1991 2.0578
33 H -3.7162 -1.7032 3.5391
34 H -3.9122 -4.8524 2.7390
35 H -2.5982 -3.9873 3.7628
36 H -2.1632 -4.8867 2.3423
37 H -4.9684 -3.7461 0.7503
38 H -3.4312 -4.2954 0.1088
39 H -3.9329 -2.6984 -0.1481
40 H -1.4395 -3.9055 -0.0639
41 H 0.1319 -3.4618 0.6032
42 H -0.5262 1.1997 -3.4576
43 H 1.0048 0.4036 -3.9415
44 H 3.1655 1.3501 0.5035
45 H 4.1247 2.2386 -0.6590
46 H 4.6343 0.6220 -0.1384
47 H 1.5931 -0.7056 -0.3337
48 H 3.2786 -1.1507 -0.1820
49 H 2.3039 -1.4984 -1.6495
50 H 4.2241 1.2068 -3.0780
51 H 3.2337 -0.1959 -3.6080
52 H 4.6959 -0.3273 -2.4168
53 H 2.6063 4.0797 -1.5078
54 H 2.8725 4.7843 -3.0974
55 H 3.9309 3.5776 -2.5620
56 H 0.3458 4.1867 -2.3311
57 H -0.3378 3.2521 -3.5842
58 H 0.7090 4.5552 -3.9914
59 H 2.8117 1.5621 -4.7119
60 H 2.6634 3.2990 -5.0914
61 H 1.2523 2.2269 -5.1169
62 H 1.2696 -1.5116 -4.8351
63 H 2.1375 -3.7399 -5.1471
64 H 1.8389 -5.4680 -3.2397
65 H 0.5667 -4.9276 -1.3105
66 H 1.3465 -2.0639 1.7470
67 H 1.4295 -1.1472 3.1788
68 H 0.5433 -0.3915 1.7406
69 H 0.3885 -4.0199 2.5274
70 H -0.6452 -4.0165 3.9065
71 H 0.9095 -3.1980 4.0097
72 H -1.3302 -0.2143 3.8260
73 H -0.1890 -1.1802 4.9249
74 H -1.8214 -1.6587 4.6000
75 C -3.0911 1.9316 3.5292
76 C -2.7320 2.8695 2.3844
77 P -1.4188 2.2172 1.2478
78 C 0.1895 2.2590 2.1694
79 C 0.4779 3.3376 3.2754
80 C -1.3452 3.4310 -0.1504
81 C -0.6532 4.7665 0.1527
82 H -3.8010 2.3803 4.2350
83 H -2.2940 1.5768 4.1011
84 H -3.6315 1.1159 3.1313
85 H -2.3555 3.8810 2.7045
86 H -3.5775 3.0230 1.6958
87 H 0.9232 2.3753 1.3466
88 H 0.3557 1.2714 2.5691
89 H 0.0360 4.2358 2.9091
90 H 1.5483 3.5880 3.3591
91 H 0.0727 3.0677 4.2239
92 H -2.3900 3.5841 -0.4347
93 H -0.8632 2.9467 -1.0050
94 H -1.0736 5.3148 0.9478
95 H -0.5857 5.4563 -0.7581
96 H 0.4062 4.5591 0.4768

Calculated values
Frontier orbital gap = 0.280 Eh
Multiplicity = 1
Energy above the lowest of the compared OMol25 structures with the same formula, charge and spin = 0.0 kJ/mol
Charge = +1
HOMO energy = -10.11 eV

Q: Which formula does entry 2 have?
A: C30H59BN2P3Sn